No. 1
2 unconnected molecules or ions with the total composition C4H8O3. Source: the OMol25 dataset; level of theory: ωB97M-V/def2-TZVPD.

Summary:
SMILES = O=CCO.CC=O
HOMO energy = -9.8 eV
energy relative to the best compared isomer or geometry (same formula, charge and spin) = 2.264 eV
2S+1 = 1
Kohn-Sham gap = 10.53 eV
lowest unoccupied orbital energy = 0.74 eV
DFT total energy = -10418.73909 eV

Last column: Mulliken charge in e.
Element x y z (Å)
O1 -1.126806 1.499816 -1.475214  -0.49
C1 -1.002846 0.448259 -0.894742  0.02
C2 -0.436898 -0.798297 -1.550987  -0.22
O2 -1.514631 -1.465558 -2.183756  -0.51
H1 -1.385632 0.314685 0.145338  0.38
H2 0.363129 -0.524465 -2.249822  0.28
H3 -0.037333 -1.485207 -0.800818  0.17
H4 -1.821352 -0.890729 -2.897094  0.33
C3 0.926170 -0.019374 2.177970  -0.88
C4 1.059186 0.991819 1.068974  0.11
O3 1.613214 0.746530 0.021374  -0.47
H5 0.992432 -1.029687 1.766827  0.25
H6 1.755092 0.113003 2.884039  0.33
H7 -0.006298 0.101925 2.735972  0.31
H8 0.622572 1.997278 1.251939  0.39

Force components x, y, z for each atom (eV/Å):
O -0.021 -0.532 0.298
C -0.102 0.401 -0.209
C 0.265 0.035 0.091
O -0.113 0.039 -0.218
H 0.003 0.084 -0.202
H -0.156 0.004 0.099
H -0.029 0.102 -0.084
H -0.031 -0.133 0.063
C -0.010 -0.097 -0.006
C 0.291 -0.145 -0.142
O -0.225 0.126 0.468
H 0.023 0.129 0.051
H -0.103 0.060 -0.086
H 0.091 0.057 -0.085
H 0.116 -0.130 -0.036

=====

No. 2
A single C6H7BrN2O2 molecule. Source: the OMol25 dataset; level of theory: ωB97M-V/def2-TZVPD.

Summary:
SMILES = N=C=CCCC(Br)=C=[N+]([O-])O
HOMO energy = -8.9 eV
energy relative to the best compared isomer or geometry (same formula, charge and spin) = 6.411 eV
2S+1 = 1
Kohn-Sham gap = 8.92 eV
lowest unoccupied orbital energy = 0.03 eV
DFT total energy = -83445.88662 eV

Last column: Mulliken charge in e.
Element x y z (Å)
N1 0.962318 2.669815 -0.838567  -0.60
C1 0.485612 1.750736 -0.188136  0.58
C2 -0.097064 1.001299 0.722561  -0.75
C3 0.247382 -0.384463 1.098653  -0.39
C4 1.169338 -1.006157 0.080508  -1.12
C5 0.424921 -1.399890 -1.221343  0.02
Br1 1.622015 -2.304606 -2.409024  -0.14
C6 -0.807130 -1.226515 -1.559388  0.19
N2 -1.989226 -1.190544 -1.947390  0.72
O1 -2.944275 -1.888964 -1.747278  -0.64
O2 -2.292239 0.139844 -2.569827  -0.48
H1 0.667771 2.663022 -1.881150  0.31
H2 -1.090413 1.207615 1.016813  0.33
H3 0.869377 -0.355811 2.104225  0.28
H4 -0.726620 -0.973582 1.184596  0.31
H5 1.633305 -1.959085 0.425599  0.47
H6 1.962947 -0.498581 -0.337810  0.58
H7 -3.275628 0.363641 -2.445347  0.34

Force components x, y, z for each atom (eV/Å):
N -0.386 -0.218 -2.233
C -0.773 0.571 0.756
C 0.100 -0.212 -0.868
C 1.538 -0.479 1.656
C -2.221 -3.360 -0.730
C 0.502 -0.236 0.592
Br -0.057 0.011 -0.288
C 1.233 -0.211 0.316
N -0.944 3.075 -0.117
O -1.364 -1.542 0.067
O -0.672 0.072 -0.087
H 0.672 -0.099 2.036
H -0.811 1.201 0.243
H -1.626 -0.343 -1.594
H 1.561 0.504 0.208
H -0.438 0.531 0.009
H 1.873 2.010 -0.075
H 1.813 -1.274 0.110

=====

No. 3
A gas-phase ion, C18H34BN2O5P2 (charge +1). Source: the OMol25 dataset; level of theory: ωB97M-V/def2-TZVPD.

Summary:
net charge = +1
HOMO energy = -11.1 eV
2S+1 = 1
Kohn-Sham gap = 6.66 eV
lowest unoccupied orbital energy = -4.48 eV
DFT total energy = -51682.10523 eV

Last column: Mulliken charge in e.
Element x y z (Å)
C1 0.123968 3.088210 2.197743  -0.86
C2 1.482820 2.927245 2.240432  -0.17
C3 2.254725 1.570878 2.260167  -1.26
C4 1.684978 0.486983 1.291509  -0.41
C5 2.024836 0.506572 -0.157454  0.66
B1 2.967732 1.759285 -0.652586  0.39
O1 4.336953 1.439388 -0.855782  -0.56
C6 2.377118 3.238996 -0.878835  0.04
C7 3.126478 3.850185 -2.141750  -1.12
C8 1.528993 -0.506474 -1.117032  -0.39
P1 2.123799 -0.085461 -2.843594  0.04
C9 1.820672 -1.352024 -4.164548  -0.93
O2 1.066052 1.186083 -3.296058  -0.44
N1 0.734495 -1.554028 -0.629229  0.22
C10 0.246697 -2.558831 -1.597378  -0.65
C11 -0.921026 -1.974999 -2.529181  -0.88
C12 0.364949 -1.645834 0.710084  0.28
C13 -0.511010 -2.823064 1.268527  -1.92
C14 -2.048311 -2.702149 0.913776  -0.52
C15 -2.670434 -1.258562 1.053229  -0.18
C16 -3.978453 -1.239527 0.118854  -0.61
C17 -4.471039 0.274323 -0.097217  -0.32
N2 -5.836111 0.426556 0.476327  -0.73
C18 0.778729 -0.633176 1.723497  1.43
P2 0.224466 -0.702826 3.505718  0.51
O3 -1.156586 -1.255024 3.662364  -0.67
O4 1.280994 -1.571742 4.470131  -0.55
O5 0.077825 0.835753 4.181580  -0.43
H1 -0.579636 2.446053 1.616918  0.22
H2 -0.298828 3.927277 2.816333  0.29
H3 2.094910 3.872150 2.214814  0.54
H4 3.344598 1.812558 2.062299  0.47
H5 2.290568 1.086239 3.280765  0.36
H6 4.393866 1.202863 -1.805689  0.37
H7 1.259932 3.269373 -0.952244  0.27
H8 2.704399 3.844307 0.020563  0.12
H9 4.179863 4.121019 -1.836276  0.32
H10 3.234836 3.102289 -2.972906  0.23
H11 2.641294 4.793286 -2.500179  0.35
H12 0.759769 -1.354941 -4.553231  0.27
H13 2.442992 -1.035208 -5.056537  0.37
H14 2.183414 -2.394960 -3.927365  0.38
H15 0.141329 0.877930 -3.265986  0.36
H16 -0.214350 -3.474790 -1.152746  0.41
H17 1.126627 -2.939401 -2.169438  0.38
H18 -1.905521 -2.279660 -2.071616  0.32
H19 -0.872748 -0.864662 -2.641731  0.03
H20 -0.847531 -2.518956 -3.505917  0.32
H21 -0.306621 -3.022335 2.358786  0.59
H22 -0.158054 -3.786085 0.781130  0.61
H23 -2.687805 -3.462455 1.445325  0.50
H24 -2.138882 -2.973097 -0.183339  0.20
H25 -2.024303 -0.426246 0.672751  0.16
H26 -3.055447 -1.090067 2.091915  0.27
H27 -4.777743 -1.894644 0.546850  0.36
H28 -3.693265 -1.642893 -0.899161  0.20
H29 -3.787441 0.937497 0.512431  0.13
H30 -4.427721 0.591096 -1.172072  0.36
H31 -5.842758 -0.057771 1.379618  0.28
H32 -6.484103 -0.092209 -0.129650  0.27
H33 2.020855 -0.987451 4.746646  0.40
H34 0.249196 0.687159 5.135643  0.35

Force components x, y, z for each atom (eV/Å):
C 1.027 0.157 0.259
C -1.034 -0.002 -0.120
C 0.399 -0.258 -0.922
C -1.276 -2.221 -1.494
C -1.156 -1.115 0.233
B 0.364 -0.164 -0.212
O -1.656 0.337 -0.480
C 0.906 -0.228 -0.144
C 0.504 0.172 0.436
C -0.025 1.326 3.058
P -0.170 1.291 -0.872
C -0.331 -0.488 -0.952
O 0.453 -1.902 0.758
N -0.092 0.533 1.805
C -0.997 -0.624 -1.404
C 0.332 -1.014 0.513
C 0.065 0.890 2.105
C 0.407 -1.294 -0.762
C 0.188 0.718 -0.647
C -1.931 -1.146 -0.788
C 1.415 0.922 -0.729
C -0.047 -1.000 1.350
N 0.264 -0.099 -0.752
C 2.119 1.583 -2.294
P -3.401 -0.376 2.305
O 2.132 -0.101 -0.857
O -0.371 2.263 -1.498
O 1.851 -2.105 -0.711
H 0.537 -0.115 1.387
H 0.328 -0.295 -1.698
H -0.429 -1.206 1.251
H -1.140 -0.589 -0.288
H -0.341 1.033 -0.902
H 0.447 0.095 0.630
H 1.006 0.016 0.080
H -0.520 -0.486 -0.851
H -1.123 -0.300 -0.321
H -0.388 0.800 0.598
H 0.317 -0.981 0.184
H 1.093 -0.182 0.633
H -0.524 -0.060 1.155
H -0.482 1.155 -0.052
H 0.298 0.360 -0.192
H 0.755 1.101 0.239
H -0.762 0.614 0.372
H 1.019 0.673 -0.512
H -0.062 -0.993 -0.024
H -0.131 0.778 0.740
H -0.328 0.780 -1.199
H -0.214 1.096 0.464
H 0.949 0.805 -0.242
H 0.093 0.206 1.197
H -0.227 -0.785 0.621
H 0.928 0.157 -0.860
H 0.590 0.663 -0.391
H -0.347 0.139 1.033
H -0.657 -0.535 -0.811
H -0.204 -0.300 1.027
H -0.093 0.323 -0.380
H 0.216 0.318 0.434
H -0.229 -0.688 -0.108
H -0.313 0.349 -0.396